[1]
C4H5N3O | ωB97M-V with the def2-TZVPD basis set

The geometry in XYZ format:
```
13
Properties=species:S:1:pos:R:3:nbo_charge:R:1
C -0.521 -0.852 0.003 -0.016
C 0.184 -1.514 -0.916 -0.098
C 2.619 0.948 -1.006 0.471
C -0.804 0.892 1.424 -0.013
N -0.023 0.294 0.587 -0.397
N 1.404 -1.113 -1.343 -0.113
N 1.673 0.049 -1.059 -0.136
O 3.391 1.267 -0.106 -0.582
H -1.465 -1.361 0.454 0.189
H -0.025 -2.563 -1.313 0.220
H 2.706 1.407 -1.985 0.123
H -0.383 1.661 2.090 0.201
H -1.807 0.578 1.370 0.153
```

Computed properties:
- Total charge: 0
- E_HOMO: -8.62 eV
- Gap between HOMO and LUMO: 0.2802 Ha
- SMILES string: C=N/C=C\N=N\C=O
- ΔE to the lowest compared entry with this formula, charge and spin: 529.55 kJ/mol
- Calculated total energy: -10742.1263 eV

---

[2]
C4H8N2O2 | ωB97M-V with the def2-TZVPD basis set

The geometry in XYZ format:
```
16
Properties=species:S:1:pos:R:3:nbo_charge:R:1
C 0.307 0.459 -0.672 0.030
C -2.190 -0.425 0.208 -0.258
C 0.355 1.670 0.218 -0.647
C 0.689 -0.819 -0.208 0.392
O -1.399 -0.039 -0.881 -0.620
N 2.572 -0.151 -0.025 0.076
N 0.664 -2.046 -0.156 -0.561
O 3.178 -1.134 0.257 -0.275
H 0.510 0.623 -1.726 0.260
H 1.571 -2.455 0.127 0.376
H -3.232 -0.537 -0.121 0.194
H -1.918 -1.407 0.624 0.164
H -2.186 0.318 1.020 0.150
H -0.474 2.338 -0.027 0.251
H 1.306 2.196 0.092 0.243
H 0.248 1.405 1.271 0.226
```

Computed properties:
- Total charge: 0
- E_HOMO (alpha / beta): -7.83 / -7.83 eV
- Gap between HOMO and LUMO (alpha / beta): 0.2739 / 0.2739 Ha
- ΔE to the lowest compared entry with this formula, charge and spin: 706.98 kJ/mol
- Calculated total energy: -11346.7854 eV

---

[3]
C53H127N5O13 | ωB97M-V with the def2-TZVPD basis set

The geometry in XYZ format:
```
198
Properties=species:S:1:pos:R:3:lowdin_charge:R:1
C -5.077 3.364 -1.480 -0.262
O -4.368 4.380 -1.012 -0.063
H -5.313 3.456 -2.540 0.091
H -4.764 2.360 -1.191 0.067
H -6.073 3.342 -1.038 0.073
H -4.380 4.258 -0.060 0.057
C -6.194 -3.535 -3.868 -0.180
O -6.837 -3.039 -2.771 -0.102
H -5.153 -3.215 -3.902 0.066
H -6.115 -4.604 -3.671 0.075
H -6.672 -3.349 -4.830 0.093
H -7.755 -3.052 -3.053 0.100
C -6.632 0.443 -2.582 -0.149
O -6.193 -0.474 -1.569 -0.126
H -7.180 -0.085 -3.362 0.071
H -7.270 1.219 -2.156 0.080
H -5.868 0.899 -3.211 0.053
H -6.142 -1.367 -1.917 0.020
C -4.630 -5.954 -1.025 -0.239
O -3.862 -6.995 -0.703 -0.077
H -4.732 -5.249 -0.200 0.084
H -4.393 -5.373 -1.916 0.066
H -5.630 -6.360 -1.178 0.083
H -4.236 -7.773 -1.125 0.090
C 3.516 -0.455 -5.667 -0.136
O 3.389 0.396 -4.552 -0.134
H 4.585 -0.622 -5.800 0.084
H 3.016 -1.409 -5.501 0.060
H 3.096 0.066 -6.528 0.086
H 2.449 0.536 -4.417 0.045
C -2.354 2.670 -7.357 -0.176
O -3.588 3.242 -7.644 -0.113
H -1.924 3.339 -6.611 0.075
H -2.460 1.722 -6.830 0.058
H -1.733 2.630 -8.252 0.085
H -3.930 2.739 -8.387 0.074
C 0.001 -4.450 1.368 -0.212
O 1.025 -5.040 2.067 -0.096
H -0.867 -4.635 2.001 0.079
H -0.005 -3.368 1.239 0.043
H -0.388 -4.911 0.459 0.077
H 1.786 -4.473 1.924 0.017
C 0.286 -3.613 -4.279 -0.205
O 1.214 -2.735 -4.806 -0.101
H -0.270 -4.189 -5.020 0.082
H 0.692 -4.351 -3.587 0.078
H -0.492 -3.128 -3.691 0.049
H 1.125 -1.881 -4.376 0.044
C 4.201 1.067 3.931 -0.031
C 2.822 0.624 4.425 -0.442
C 2.269 -0.454 3.369 -0.129
C 0.961 -1.085 3.769 -0.200
C 1.213 -1.844 5.057 -0.117
C 1.745 -0.986 6.237 -0.448
N 2.813 -0.031 5.793 -0.127
O 3.438 0.789 6.695 -0.008
C 0.622 -0.191 7.002 -0.029
C 2.311 -1.913 7.370 -0.042
C 1.788 1.746 4.347 -0.048
H 4.834 0.185 4.029 0.084
H 4.655 1.845 4.544 0.078
H 4.211 1.394 2.892 0.091
H 1.981 0.030 2.436 0.109
H 2.961 -1.279 3.201 0.098
H 0.590 -1.792 3.027 0.102
H 0.179 -0.328 3.826 0.101
H 1.772 -2.743 4.800 0.117
H 0.215 -2.127 5.393 0.120
H 0.191 0.384 6.183 0.045
H -0.138 -0.847 7.428 0.082
H 1.039 0.509 7.726 0.084
H 1.586 -2.646 7.724 0.080
H 3.140 -2.490 6.959 0.071
H 2.646 -1.316 8.218 0.076
H 1.558 2.035 3.321 0.079
H 2.156 2.647 4.837 0.087
H 0.798 1.541 4.754 0.051
H 4.356 0.734 6.419 0.093
C -2.787 5.557 4.745 -0.046
C -2.759 4.139 4.295 -0.493
C -2.899 3.321 5.584 -0.146
C -3.112 1.832 5.412 -0.210
C -4.212 1.369 4.463 -0.111
C -4.154 2.300 3.178 -0.399
N -3.883 3.749 3.375 -0.139
O -3.995 4.495 2.285 -0.007
C -3.144 1.614 2.160 -0.040
C -5.546 2.169 2.476 -0.041
C -1.341 3.778 3.691 -0.021
H -3.027 6.199 3.897 0.082
H -1.880 5.828 5.285 0.097
H -3.668 5.749 5.358 0.086
H -1.977 3.517 6.133 0.130
H -3.857 3.653 5.983 0.120
H -3.032 1.370 6.396 0.113
H -2.192 1.411 5.006 0.083
H -5.068 1.432 5.135 0.115
H -4.092 0.317 4.203 0.120
H -2.607 2.280 1.483 0.075
H -2.359 1.059 2.672 0.057
H -3.579 0.825 1.546 0.072
H -6.298 2.847 2.880 0.080
H -5.581 2.301 1.395 0.061
H -5.997 1.201 2.692 0.081
H -0.480 4.201 4.209 0.079
H -1.263 4.473 2.854 0.077
H -1.251 2.756 3.324 0.053
H -4.829 4.969 2.313 0.120
C 0.856 5.250 -5.205 -0.023
C 2.230 5.108 -4.421 -0.448
C 2.412 6.509 -3.731 -0.139
C 1.421 6.728 -2.523 -0.146
C 1.536 5.590 -1.457 -0.126
C 1.472 4.217 -2.143 -0.497
N 2.256 4.041 -3.402 -0.074
O 2.107 2.792 -4.030 -0.018
C 1.969 3.197 -1.056 -0.034
C 0.034 3.899 -2.271 -0.071
C 3.453 5.089 -5.417 -0.042
H -0.013 5.332 -4.552 0.056
H 0.754 4.383 -5.857 0.069
H 0.763 6.115 -5.862 0.080
H 3.447 6.535 -3.390 0.110
H 2.310 7.266 -4.508 0.108
H 0.399 6.731 -2.902 0.091
H 1.644 7.726 -2.146 0.100
H 0.927 5.712 -0.562 0.125
H 2.567 5.600 -1.104 0.109
H 3.055 3.279 -1.037 0.083
H 1.754 3.368 -0.001 0.085
H 1.668 2.206 -1.394 0.058
H -0.052 3.034 -2.929 0.066
H -0.383 3.466 -1.362 0.082
H -0.701 4.622 -2.624 0.086
H 3.411 4.231 -6.089 0.067
H 4.467 4.851 -5.095 0.077
H 3.556 6.006 -5.996 0.079
H 2.959 2.367 -3.909 0.083
C -0.561 0.181 -0.448 -0.001
C -0.588 -1.110 -1.436 -0.422
C -1.661 -2.058 -0.804 -0.133
C -3.081 -1.742 -1.160 -0.192
C -3.243 -1.550 -2.650 -0.135
C -2.256 -0.556 -3.341 -0.461
N -0.872 -0.880 -2.855 -0.141
O 0.114 -0.076 -3.325 0.001
C -2.256 -0.822 -4.832 -0.006
C -2.750 0.802 -2.940 -0.021
C 0.795 -1.753 -1.255 -0.016
H -0.021 1.062 -0.795 0.044
H -0.184 -0.114 0.532 0.078
H -1.532 0.649 -0.288 0.049
H -1.512 -3.058 -1.211 0.120
H -1.580 -1.982 0.280 0.114
H -3.334 -0.792 -0.690 0.092
H -3.788 -2.467 -0.757 0.118
H -4.259 -1.267 -2.927 0.096
H -3.043 -2.558 -3.013 0.112
H -3.200 -1.116 -5.292 0.090
H -1.882 0.034 -5.394 0.069
H -1.541 -1.634 -4.964 0.075
H -3.677 1.089 -3.434 0.084
H -2.893 0.931 -1.867 0.067
H -2.090 1.655 -3.097 0.079
H 0.947 -2.438 -0.421 0.066
H 1.496 -0.925 -1.150 0.081
H 1.034 -2.337 -2.143 0.068
H -0.218 0.720 -2.903 0.066
C 4.433 -6.293 2.421 -0.027
C 5.427 -5.114 2.411 -0.481
C 6.895 -5.458 1.826 -0.068
C 7.022 -5.431 0.240 -0.157
C 6.445 -4.106 -0.206 -0.212
C 5.064 -3.806 0.140 -0.503
N 4.821 -4.002 1.643 -0.051
O 3.443 -3.751 2.114 -0.063
C 4.861 -2.265 -0.125 -0.002
C 4.236 -4.742 -0.739 -0.015
C 5.568 -4.574 3.833 -0.049
H 4.246 -6.653 1.409 0.079
H 3.513 -6.089 2.968 0.076
H 4.847 -7.167 2.925 0.079
H 7.613 -4.734 2.210 0.109
H 6.997 -6.484 2.181 0.107
H 6.614 -6.316 -0.248 0.099
H 8.091 -5.501 0.036 0.105
H 6.477 -4.007 -1.291 0.128
H 7.108 -3.337 0.190 0.129
H 3.772 -2.218 -0.111 0.059
H 5.124 -1.561 0.663 0.081
H 5.327 -2.054 -1.088 0.085
H 4.649 -5.750 -0.733 0.077
H 3.210 -4.652 -0.381 0.078
H 4.115 -4.315 -1.735 0.091
H 6.255 -5.081 4.510 0.087
H 4.601 -4.326 4.271 0.076
H 6.181 -3.673 3.803 0.080
H 3.649 -3.225 2.890 0.064
```

Computed properties:
- Total charge: 0
- E_HOMO: -7.73 eV
- Gap between HOMO and LUMO: 0.2981 Ha
- Calculated total energy: -91073.5433 eV

---

[4]
C5H14NO | ωB97M-V with the def2-TZVPD basis set

The geometry in XYZ format:
```
21
Properties=species:S:1:pos:R:3:nbo_charge:R:1
C -1.024 0.180 0.609 -0.217
C 0.060 -0.278 1.626 -0.421
C 1.463 -0.544 1.139 -0.495
C 2.065 1.713 0.083 -0.368
C 2.074 0.373 0.123 -0.230
N -0.647 -0.550 -0.653 -0.715
H -1.385 1.116 0.097 0.244
H -2.029 -0.348 0.859 0.213
H 0.047 0.555 2.388 0.243
H -0.366 -0.999 2.120 0.225
H 1.651 -1.670 0.785 0.221
H 2.158 -0.668 2.034 0.278
H 1.589 2.206 0.892 0.194
H 2.568 2.292 -0.658 0.227
H 2.531 -0.161 -0.780 0.211
H -0.392 -1.554 -0.394 0.433
H -1.522 -0.677 -1.250 0.468
H 0.058 -0.062 -1.207 0.450
H -2.953 -0.098 -3.294 0.506
H -3.357 -0.341 -1.989 0.480
O -2.590 -0.484 -2.531 -0.945
```

Computed properties:
- Total charge: +1
- E_HOMO: -13.48 eV
- Gap between HOMO and LUMO: 0.3775 Ha
- ΔE to the lowest compared entry with this formula, charge and spin: 279.81 kJ/mol
- Calculated total energy: -8941.1080 eV

---

[5]
C5H11BrN | ωB97M-V with the def2-TZVPD basis set

The geometry in XYZ format:
```
18
Properties=species:S:1:pos:R:3:nbo_charge:R:1
C -0.625 1.850 -0.235 -0.283
C -0.799 0.662 0.353 -0.109
C -1.763 2.783 -0.428 -0.665
C 2.107 -1.325 1.005 -0.723
C 1.181 -1.012 -0.083 0.077
N 0.159 -1.971 -0.545 -0.762
Br -2.234 -0.439 0.872 0.148
H 0.423 2.170 -0.458 0.257
H -1.657 3.432 -1.254 0.248
H -2.539 2.151 -0.939 0.224
H -2.240 3.187 0.443 0.253
H 2.647 -0.444 1.367 0.281
H 2.809 -2.128 0.792 0.250
H 1.590 -1.781 1.932 0.247
H 1.390 -0.518 -0.964 0.197
H -0.326 -1.594 -1.379 0.464
H -0.735 -2.041 0.003 0.438
H 0.614 -2.982 -0.485 0.458
```

Computed properties:
- Total charge: +1
- E_HOMO (alpha / beta): -12.84 / -13.05 eV
- Gap between HOMO and LUMO (alpha / beta): 0.3072 / 0.3162 Ha
- ΔE to the lowest compared entry with this formula, charge and spin: 509.03 kJ/mol
- Calculated total energy: -76884.2274 eV

---

[6]
C20H31BeO2 | ωB97M-V with the def2-TZVPD basis set

The geometry in XYZ format:
```
54
Properties=species:S:1:pos:R:3:nbo_charge:R:1
O -0.073 -0.958 0.321 -0.527
C -0.150 -0.651 -1.087 -0.074
C 0.034 -2.122 -1.472 -0.452
H 0.633 0.039 -1.402 0.205
H -1.122 -0.256 -1.380 0.179
C 0.270 -2.339 0.047 0.268
H 0.860 -2.353 -2.146 0.190
H -0.897 -2.590 -1.806 0.198
C 1.710 -2.517 0.476 -0.626
H 2.368 -1.832 -0.081 0.210
H 2.003 -3.550 0.288 0.188
H 1.811 -2.301 1.551 0.226
C -0.690 -3.280 0.739 -0.629
H -1.686 -3.204 0.293 0.214
H -0.774 -3.052 1.811 0.235
H -0.313 -4.298 0.620 0.190
Be -1.545 2.307 1.738 1.587
C -3.770 0.477 2.285 -0.226
C -3.337 1.672 1.591 -0.637
C -2.699 1.206 0.362 -0.475
H -3.697 2.682 1.823 0.236
C -2.729 -0.220 0.387 -0.264
C -3.273 -0.651 1.620 -0.312
H -3.275 -1.685 1.953 0.192
H -4.401 0.428 3.172 0.191
H -2.448 1.810 -0.518 0.220
H -2.492 -0.913 -0.413 0.179
C -1.541 1.121 4.245 -0.248
C -1.437 -0.259 4.172 -0.290
C -0.388 -0.591 3.241 -0.309
H -2.049 -0.992 4.706 0.188
C 0.076 0.595 2.655 -0.245
C -0.624 1.731 3.263 -0.764
H -0.092 2.664 3.515 0.231
H -2.235 1.674 4.872 0.187
H 0.005 -1.590 3.085 0.179
H 0.828 0.706 1.870 0.208
O 2.343 0.341 -2.593 -0.535
C 3.047 -0.723 -3.315 -0.075
C 3.828 -0.161 -4.520 -0.434
H 2.278 -1.434 -3.677 0.175
H 3.736 -1.250 -2.631 0.183
C 3.393 1.329 -4.594 -0.432
H 3.546 -0.695 -5.434 0.210
H 4.915 -0.256 -4.371 0.205
C 2.556 1.576 -3.317 -0.073
H 2.777 1.507 -5.486 0.205
H 4.281 1.968 -4.661 0.210
H 1.573 1.978 -3.611 0.184
H 3.094 2.266 -2.646 0.180
C -1.145 3.877 1.169 -1.421
H -0.791 4.389 2.095 0.195
H -0.310 3.889 0.434 0.202
H -1.983 4.488 0.763 0.194
```

Computed properties:
- Total charge: -1
- E_HOMO: -2.88 eV
- Gap between HOMO and LUMO: 0.1964 Ha
- ΔE to the lowest compared entry with this formula, charge and spin: 0.00 kJ/mol
- Calculated total energy: -25736.6742 eV

---

[7]
C5H23N2O6 | ωB97M-V with the def2-TZVPD basis set

The geometry in XYZ format:
```
36
Properties=species:S:1:pos:R:3:nbo_charge:R:1
C -0.224 -0.278 1.982 -0.640
C -0.269 0.010 0.513 -0.052
C -0.569 -1.232 -0.329 -0.436
C 0.631 -1.687 -1.132 -0.512
C 1.827 -1.931 -0.229 0.707
N 1.971 -3.153 0.355 -0.790
O 2.651 -1.043 0.023 -0.707
N -1.335 1.096 0.267 -0.746
H -1.060 -0.695 2.425 0.219
H -0.028 0.688 2.576 0.232
H 0.581 -0.954 2.201 0.238
H 0.647 0.473 0.132 0.242
H -0.901 -2.059 0.335 0.217
H -1.469 -1.038 -0.988 0.257
H 0.427 -2.628 -1.775 0.245
H 0.873 -0.931 -1.901 0.255
H 2.746 -3.356 0.950 0.419
H 1.359 -3.944 0.158 0.409
H -1.552 1.144 -0.773 0.465
H -2.207 0.843 0.739 0.431
H -0.943 2.059 0.576 0.485
H 4.300 0.408 -2.401 0.488
H 3.245 -0.278 -1.474 0.490
O 3.364 0.445 -2.115 -0.981
H 0.648 3.794 1.117 0.491
H 1.300 2.534 0.438 0.524
O 0.407 3.051 0.609 -1.019
H -4.857 1.639 0.934 0.489
H -4.954 0.177 1.158 0.501
O -4.381 0.881 0.787 -0.962
H -3.816 0.629 -0.936 0.498
H -3.595 0.793 -2.453 0.498
O -3.153 0.560 -1.611 -0.991
H 2.762 0.714 0.399 0.508
H 2.943 1.613 -0.714 0.505
O 2.632 1.656 0.158 -0.974
```

Computed properties:
- Total charge: +1
- E_HOMO: -13.69 eV
- Gap between HOMO and LUMO: 0.4088 Ha
- ΔE to the lowest compared entry with this formula, charge and spin: 53.40 kJ/mol
- Calculated total energy: -20819.2878 eV

---

[8]
CH2NO2S | ωB97M-V with the def2-TZVPD basis set

The geometry in XYZ format:
```
7
Properties=species:S:1:pos:R:3:nbo_charge:R:1
C -2.838 -0.793 -0.545 0.180
N -1.794 -0.721 -0.068 -0.685
O 0.790 -1.173 0.744 -1.083
O 2.875 -0.271 -0.285 -1.029
S 1.368 -0.349 -0.370 1.349
H 0.897 0.987 0.397 -0.187
H -0.945 -0.601 0.405 0.455
```

Computed properties:
- Total charge: -1
- E_HOMO: -3.75 eV
- Gap between HOMO and LUMO: 0.2935 Ha
- ΔE to the lowest compared entry with this formula, charge and spin: 189.75 kJ/mol
- Calculated total energy: -17489.0443 eV